(1)
{
  "formula": "C4H13NOS2",
  "method": "the ωB97M-V functional and the def2-TZVPD basis",
  "symbols": ["S", "S", "O", "N", "C", "C", "C", "C", "H", "H", "H", "H", "H", "H", "H", "H", "H", "H", "H", "H", "H"],
  "xyz": [[1.6620, 0.1323, 0.2520], [1.4679, -0.7077, -1.5553], [-0.5090, 3.3784, 0.7419], [0.8079, -2.8522, 1.5402], [-0.8863, 0.8144, -1.6088], [0.1221, 0.1024, -2.4911], [-0.1693, -1.8245, 1.1604], [0.2770, -0.3855, 1.3105], [0.5256, 0.7744, -3.2451], [0.1732, 4.0426, 0.5810], [0.6268, -0.1515, 2.3126], [-1.6267, 1.3253, -2.2360], [-1.0828, -1.9869, 1.7161], [-0.3675, -0.7205, -3.0069], [-0.3869, 1.5303, -0.9662], [-0.3123, -1.9997, 0.0892], [1.7340, -2.5858, 1.2173], [-1.4392, 0.0465, -1.0693], [-0.9408, 3.6667, 1.5574], [-0.5429, 0.2952, 1.1451], [0.8671, -2.8942, 2.5551]],
  "forces_ev_per_angstrom": [[0.32, 0.63, 0.44], [-0.08, -0.72, -0.49], [-0.01, 0.21, 0.22], [-0.06, 0.25, 0.64], [-0.26, -0.35, -0.67], [-0.14, 0.28, 0.07], [1.04, -0.38, -0.67], [-0.09, 0.03, 0.09], [0.24, 0.05, 0.04], [-0.09, -0.16, 0.01], [0.25, -0.16, 0.24], [0.21, 0.09, 0.09], [-0.31, -0.08, -0.03], [0.06, -0.11, -0.12], [-0.23, 0.05, 0.26], [-0.60, 0.11, 0.11], [-0.09, -0.04, -0.10], [0.04, 0.23, 0.46], [0.09, -0.07, -0.21], [-0.37, 0.20, -0.25], [0.09, -0.06, -0.12]],
  "total_charge": 0,
  "smiles": "CCSSCCN.O",
  "lumo_energy_ev": 0.494
}

=====

(2)
{
  "formula": "C4H13NOS2",
  "method": "the ωB97M-V functional and the def2-TZVPD basis",
  "symbols": ["S", "S", "O", "N", "C", "C", "C", "C", "H", "H", "H", "H", "H", "H", "H", "H", "H", "H", "H", "H", "H"],
  "xyz": [[-2.3854, -1.4648, 0.0321], [-0.4051, -1.7153, 0.5028], [-0.1417, 0.8642, 2.6415], [2.3981, -0.4134, 0.0393], [1.4309, -0.2421, -1.0472], [0.6970, 1.0844, -1.0069], [0.5014, -1.4459, -1.0648], [-2.6921, 0.3032, 0.2480], [1.9990, -0.2963, -1.9794], [-0.2310, 0.7663, 3.5941], [1.4018, 1.9108, -1.0775], [-3.7733, 0.4164, 0.2180], [-0.0157, 1.1880, -1.8309], [0.1519, 1.2043, -0.0704], [1.9297, -0.2598, 0.9339], [1.0908, -2.3533, -1.2269], [-2.3333, 0.6419, 1.2139], [-2.2354, 0.8897, -0.5429], [-0.2536, -1.3691, -1.8476], [-0.2321, -0.0275, 2.2805], [3.0981, 0.3186, -0.0095]],
  "forces_ev_per_angstrom": [[0.19, -0.03, 0.04], [-0.21, -0.07, -0.08], [0.00, 0.07, 0.05], [-0.06, 0.14, 0.26], [0.10, -0.06, 0.05], [-0.24, 0.20, -0.04], [-0.03, -0.21, -0.01], [0.06, -0.04, 0.04], [0.03, -0.02, -0.07], [0.01, 0.00, 0.01], [0.09, 0.06, -0.01], [-0.10, 0.03, -0.07], [0.05, -0.06, 0.00], [-0.01, -0.04, 0.08], [0.05, -0.06, -0.17], [-0.08, 0.13, 0.02], [0.06, 0.03, 0.09], [-0.01, 0.02, -0.07], [0.04, 0.01, 0.02], [0.01, -0.05, -0.08], [0.05, -0.04, -0.06]],
  "total_charge": 0,
  "smiles": "CSSC[C@@H](C)N.O",
  "lumo_energy_ev": 0.712
}

=====

(3)
{
  "formula": "C4H13NOS2",
  "method": "the ωB97M-V functional and the def2-TZVPD basis",
  "symbols": ["S", "S", "O", "N", "C", "C", "C", "C", "H", "H", "H", "H", "H", "H", "H", "H", "H", "H", "H", "H", "H"],
  "xyz": [[2.0346, -0.2496, 1.3611], [-1.4063, 0.4799, -1.7142], [-0.0406, -2.5855, -1.4864], [-1.8955, 2.2121, 0.7838], [-0.1904, 1.0232, -0.6030], [-0.7766, 1.1939, 0.8101], [-1.3217, -0.1151, 1.3692], [2.8234, -1.3499, 0.1782], [0.0161, 1.5447, 1.4924], [-0.2438, -3.0525, -2.3112], [-0.5188, -1.7647, -1.5427], [-1.7020, -0.6785, 0.5041], [3.8891, -1.2675, 0.4047], [0.6982, 0.3496, -0.5874], [0.2029, 2.0190, -0.9110], [-0.4343, -0.6452, 1.7848], [-2.0425, -0.0447, 2.1763], [2.6475, -1.0662, -0.8523], [2.5968, -2.4030, 0.3593], [-2.7037, 1.6273, 0.5620], [-1.8302, 2.7636, -0.0725]],
  "forces_ev_per_angstrom": [[0.08, -0.49, -0.96], [1.10, 0.29, 0.13], [0.40, -0.45, -0.14], [0.32, -1.47, -1.02], [-1.75, 1.17, 0.74], [-0.92, 0.81, 0.75], [1.60, -0.46, -0.28], [0.45, 0.17, 0.58], [-0.18, 0.17, -0.48], [0.07, 0.05, 0.23], [-0.43, 0.29, -0.05], [-0.29, -0.22, 0.56], [0.15, 0.07, -0.10], [0.67, -0.43, -0.02], [0.32, -0.63, -0.40], [-0.77, -0.11, -0.24], [-0.18, 0.30, -0.14], [-0.14, -0.07, -0.08], [-0.37, 0.13, 0.05], [-0.36, 0.34, 0.51], [0.25, 0.55, 0.36]],
  "total_charge": 1,
  "multiplicity": 2,
  "lumo_energy_ev": [-9.433, -9.252]
}

=====

(4)
{
  "formula": "C4H13NS",
  "method": "the ωB97M-V functional and the def2-TZVPD basis",
  "symbols": ["S", "N", "C", "C", "C", "C", "H", "H", "H", "H", "H", "H", "H", "H", "H", "H", "H", "H", "H"],
  "xyz": [[-2.5191, 3.4029, 2.2975], [2.4445, -2.6062, -1.9377], [-2.9717, 1.7848, 1.4899], [-1.3277, 2.8238, 3.5042], [2.7400, -1.1849, -2.1921], [1.0168, -2.8548, -2.1468], [-1.6881, 2.6836, 4.5247], [-0.5449, 3.5546, 3.5605], [3.2557, -1.1315, -3.1543], [0.5614, -3.8250, -1.9510], [-0.8798, 1.8791, 3.1979], [-2.5245, 0.9582, 2.0206], [2.9081, -3.1241, -2.6697], [0.6974, -2.6564, -3.1877], [-4.0586, 1.7375, 1.5122], [3.3547, -0.7517, -1.4139], [-2.7616, 2.0211, 0.4517], [1.8250, -0.6172, -2.3205], [0.4724, -2.0935, -1.5855]],
  "forces_ev_per_angstrom": [[-0.24, -0.75, 0.04], [-0.61, -0.50, -0.09], [-0.99, 2.17, 0.07], [0.25, -0.36, 0.48], [0.13, -0.61, -0.71], [-0.92, 1.07, -0.74], [-0.42, 0.05, -0.16], [0.50, 0.37, -0.01], [0.21, 0.41, 0.11], [0.80, -0.25, 0.58], [0.03, 0.08, -0.18], [0.27, -0.18, -0.45], [0.32, -0.21, 0.22], [0.24, 0.07, -0.04], [-0.05, -0.36, 0.35], [0.09, 0.11, 0.16], [0.64, -1.03, -0.14], [-0.13, 0.21, 0.20], [-0.12, -0.29, 0.31]],
  "total_charge": 0,
  "smiles": "CNC.CSC",
  "lumo_energy_ev": 0.857
}

=====

(5)
{
  "formula": "C4H13NS",
  "method": "the ωB97M-V functional and the def2-TZVPD basis",
  "symbols": ["S", "N", "C", "C", "C", "C", "H", "H", "H", "H", "H", "H", "H", "H", "H", "H", "H", "H", "H"],
  "xyz": [[-1.6029, 1.5297, 3.4416], [-0.5439, -0.7983, -1.6790], [0.8830, -0.8407, -2.0553], [1.0988, -1.5803, -3.3811], [-1.4938, 0.8798, 1.7698], [0.1584, 1.7828, 3.7293], [0.7107, 0.8486, 3.8133], [1.2492, -0.8840, -4.2020], [-1.0989, -1.4306, -2.2334], [1.2054, 0.1722, -2.1639], [-2.4939, 0.6325, 1.4402], [1.4731, -1.2703, -1.2412], [-0.7421, -0.9583, -0.7038], [1.9842, -2.2135, -3.3052], [0.2520, 2.4079, 4.6123], [0.5890, 2.3449, 2.9092], [0.2859, -2.2734, -3.5737], [-1.0968, 1.6265, 1.0789], [-0.8176, 0.0245, 1.7441]],
  "forces_ev_per_angstrom": [[0.07, -0.02, 0.05], [-0.02, 0.20, -0.30], [-0.82, -0.51, 0.33], [0.54, -0.16, 0.60], [0.40, 0.31, -0.14], [-0.10, 0.20, -0.19], [-0.08, -0.04, 0.25], [-0.23, -0.13, -0.15], [-0.01, -0.11, 0.06], [0.43, 0.74, -0.07], [-0.13, -0.29, -0.03], [0.04, -0.18, -0.14], [0.19, -0.06, 0.03], [0.12, 0.13, -0.13], [0.11, -0.21, 0.22], [0.03, 0.16, -0.25], [-0.24, 0.08, -0.22], [-0.04, 0.06, 0.08], [-0.26, -0.18, -0.01]],
  "total_charge": 0,
  "smiles": "CCN.CSC",
  "lumo_energy_ev": 0.961
}

=====

(6)
{
  "formula": "C4H13NSi",
  "method": "the ωB97M-V functional and the def2-TZVPD basis",
  "symbols": ["Si", "N", "C", "C", "C", "C", "H", "H", "H", "H", "H", "H", "H", "H", "H", "H", "H", "H", "H"],
  "xyz": [[-0.1848, -2.3087, -2.1266], [1.2431, -1.6069, -2.0415], [-0.5608, 1.5745, 1.6264], [2.4949, -2.0014, -1.3826], [-1.2326, 2.7001, 0.7872], [-0.9126, 0.1584, 1.3420], [-0.3509, -0.4750, 2.0153], [-0.8637, 1.6909, 2.6689], [-0.8824, -1.3175, -2.9119], [-0.9776, -3.3559, -1.4508], [2.6144, -1.3639, -0.4790], [-1.9713, -0.0856, 1.3888], [-0.6863, 3.1323, -0.0692], [-1.4444, 3.5688, 1.3688], [2.6101, -3.0330, -1.1724], [0.5259, 1.7094, 1.5549], [-0.4537, -0.0591, 0.3106], [3.3067, -1.4421, -1.8642], [-2.2740, 2.5148, 0.4352]],
  "forces_ev_per_angstrom": [[0.05, 1.37, -0.22], [1.19, -1.40, 0.83], [-0.48, 1.51, 0.36], [-0.53, 3.51, 0.16], [-0.90, -0.09, -0.60], [1.40, -0.83, -2.61], [-0.07, -0.31, 0.31], [0.27, 0.63, 0.13], [-1.07, -0.19, -0.36], [0.24, -0.29, 0.00], [-0.71, -0.88, 0.41], [-0.02, 0.10, -0.13], [0.11, -0.81, 0.21], [0.31, 0.70, 0.98], [0.52, -0.87, 0.08], [-0.21, -0.07, 0.21], [-1.11, -0.19, 1.12], [0.30, -1.23, -0.89], [0.73, -0.68, 0.00]],
  "total_charge": 0,
  "smiles": "CN=[SiH2].CCC",
  "lumo_energy_ev": 0.086
}

=====

(7)
{
  "formula": "C4H13O3PSi2",
  "method": "the ωB97M-V functional and the def2-TZVPD basis",
  "symbols": ["P", "Si", "Si", "O", "O", "O", "C", "C", "C", "C", "H", "H", "H", "H", "H", "H", "H", "H", "H", "H", "H", "H", "H"],
  "xyz": [[-2.6588, 0.2106, 0.4358], [-1.2607, -1.2865, -1.6633], [0.0066, 0.1236, -0.3142], [-2.7088, -1.0219, -1.0380], [-3.6891, 1.2350, 0.0698], [-3.0942, -0.7843, 1.4914], [0.6358, -1.9730, 1.4279], [1.9110, 2.1460, -0.7489], [0.4609, 1.9409, -0.5880], [0.6181, -0.4751, 1.4742], [0.0195, -0.0099, 2.3125], [2.3459, 1.6541, -1.6233], [1.4988, -2.3358, 0.8821], [-1.5929, -1.3600, -3.0676], [1.4635, -0.3857, -0.7874], [0.7056, -2.2772, 2.4350], [1.7485, -0.1040, 1.5082], [2.5951, 1.7457, 0.0785], [-0.3072, -2.5392, 1.1360], [-0.1536, 2.2808, -1.4149], [0.0617, 2.6467, 0.1558], [-0.8723, -2.6036, -1.2247], [2.2666, 3.1729, -0.9369]],
  "forces_ev_per_angstrom": [[-0.10, -2.06, -1.00], [-1.12, 0.65, 1.18], [1.18, -0.25, 1.32], [-0.99, 1.09, 0.74], [-0.08, 1.00, -0.28], [0.56, 0.27, 0.72], [-1.26, -1.11, 0.33], [3.19, 0.17, -0.25], [-1.50, 0.64, 0.59], [0.67, 2.25, -1.05], [0.56, -0.72, -0.83], [-0.38, -0.42, -0.09], [-0.01, -0.19, -0.29], [0.66, 0.01, -1.41], [-0.20, 0.02, -0.35], [0.65, -0.91, 1.51], [-2.21, -0.57, 0.20], [-1.28, 0.44, -0.68], [0.94, 1.21, -0.30], [0.27, 0.00, -0.85], [0.09, -0.57, 0.50], [0.80, -1.29, -0.14], [-0.45, 0.32, 0.42]],
  "total_charge": -2,
  "lumo_energy_ev": 5.956
}

=====

(8)
{
  "formula": "C4H13O3S",
  "method": "the ωB97M-V functional and the def2-TZVPD basis",
  "symbols": ["S", "O", "O", "O", "C", "C", "C", "C", "H", "H", "H", "H", "H", "H", "H", "H", "H", "H", "H", "H", "H"],
  "xyz": [[-1.5418, 0.2698, -2.8267], [2.5599, -0.0043, 1.9466], [-2.5035, -1.5859, 1.6753], [-1.3934, 1.0550, 1.5492], [-0.0156, -0.2788, -2.2396], [1.9331, 0.5621, 0.9333], [1.5887, -0.4766, -0.1849], [0.1926, 0.0198, -0.7747], [-2.6749, -1.8661, 0.7751], [-0.5407, -0.5388, -0.0737], [-1.8378, -0.8339, 1.4018], [0.0216, 1.0675, -0.5411], [-0.0386, -1.4437, -2.3943], [0.9574, 0.1119, -2.9656], [2.4630, 1.5716, 0.6631], [-2.0506, 0.7554, -1.6266], [1.5743, -1.4376, 0.3046], [0.9066, 0.6967, 1.2898], [-1.5087, 1.2041, 2.5340], [2.3300, -0.5024, -0.8908], [-0.4214, 1.6542, 1.4453]],
  "forces_ev_per_angstrom": [[-2.40, 1.40, -0.06], [1.37, -0.38, 0.81], [1.95, 2.07, -1.18], [3.29, 3.27, 1.69], [3.56, -2.39, -1.24], [0.75, -0.80, 1.26], [-2.19, 2.41, 0.47], [0.77, -2.32, 1.56], [-0.50, -0.60, -0.19], [0.66, 0.85, -1.69], [-1.55, -1.44, 1.48], [0.28, 0.21, -0.31], [0.46, 2.07, 0.32], [-2.80, -0.84, 2.14], [-1.10, -1.03, -0.74], [0.48, -0.38, -1.00], [-0.42, -0.19, 0.23], [-0.90, 1.53, 0.10], [-0.10, -0.48, -1.56], [1.91, -0.03, -2.16], [-3.53, -2.92, 0.08]],
  "total_charge": -1,
  "lumo_energy_ev": 2.954
}

=====

(9)
{
  "formula": "C4H13O4",
  "method": "the ωB97M-V functional and the def2-TZVPD basis",
  "symbols": ["O", "O", "O", "O", "C", "C", "C", "C", "H", "H", "H", "H", "H", "H", "H", "H", "H", "H", "H", "H", "H"],
  "xyz": [[-1.8065, 0.3805, -1.9459], [2.1249, 1.6641, -1.8436], [1.5669, 0.2062, 0.3182], [0.8215, 0.9012, 2.7298], [-1.5701, -1.1650, -0.0793], [-1.3634, 0.2884, -0.6212], [-0.3381, -1.2961, 0.8454], [1.1781, -0.9837, -0.0353], [-2.2080, 0.9543, -0.0261], [-0.3180, 0.8005, -0.5286], [-1.4628, -1.8030, -0.8873], [1.0934, 1.1040, 1.7894], [-0.2219, -0.4044, 1.5580], [2.1138, 1.1778, -0.9056], [1.5290, 2.3808, -1.4795], [1.8783, -1.7221, 0.3548], [-2.4979, -1.2948, 0.3867], [1.1633, -1.0793, -1.1549], [-1.2197, 0.9028, -2.6278], [-0.1292, 1.0630, 2.6173], [-0.3332, -2.0753, 1.5355]],
  "forces_ev_per_angstrom": [[0.75, 1.10, -3.79], [-1.16, 0.98, 2.55], [1.34, 3.46, 0.05], [-0.61, 1.33, -0.32], [3.50, 2.70, 0.92], [-1.62, 2.46, 1.30], [1.55, 2.89, -1.38], [-1.92, -1.64, 1.17], [2.25, -1.12, -0.77], [-1.81, -1.52, 0.35], [0.06, -1.46, -1.67], [0.54, -1.16, 0.43], [-0.61, -1.37, -1.39], [0.00, -0.61, -1.34], [0.89, -0.72, -1.19], [0.14, -0.94, -0.03], [-1.49, -0.10, 0.71], [-0.86, -0.49, 0.38], [-1.30, -1.59, 2.74], [0.25, -0.05, 0.57], [0.13, -2.15, 0.71]],
  "total_charge": -1,
  "lumo_energy_ev": 3.684
}

=====

(10)
{
  "formula": "C4H13O4",
  "method": "the ωB97M-V functional and the def2-TZVPD basis",
  "symbols": ["O", "O", "O", "O", "C", "C", "C", "C", "H", "H", "H", "H", "H", "H", "H", "H", "H", "H", "H", "H", "H"],
  "xyz": [[-0.0073, -0.9771, -1.1602], [0.1992, 0.1426, 0.9655], [0.8157, -2.4916, 1.4475], [-2.1632, -0.5885, 1.8490], [-0.3055, -0.0133, -2.1469], [0.7789, 1.3799, 0.7689], [-0.1899, 1.4260, -1.6164], [1.0275, 1.5730, -0.7184], [-1.8716, 0.0503, 1.2000], [0.9908, -1.7826, 2.0604], [0.2186, -0.3510, -0.1542], [0.4362, -0.1020, -2.9642], [-1.2510, -0.3663, -2.6086], [-0.0784, 2.1069, -2.4940], [1.8492, 0.9014, -0.9601], [1.4231, 2.6031, -0.8829], [0.1159, 2.1641, 1.2130], [-1.3079, -0.9607, 2.0666], [0.2708, -2.3275, 0.6859], [1.6604, 1.6029, 1.4123], [-1.1487, 1.5840, -1.0996]],
  "forces_ev_per_angstrom": [[0.23, 1.05, 0.16], [0.80, 0.35, 0.02], [0.88, -2.40, 0.97], [-0.94, -0.30, 0.47], [0.92, -1.72, -0.09], [-0.99, 0.62, 1.06], [-0.84, -0.81, -0.86], [0.85, 1.97, 0.43], [0.30, 0.28, -0.35], [-0.60, 0.90, -0.89], [-0.71, -1.28, 0.11], [0.09, 0.02, -0.10], [-0.12, 1.05, 0.07], [-0.40, -0.29, 0.62], [-0.12, -0.25, -0.47], [-0.04, -0.45, 0.19], [-0.24, 0.09, -0.72], [0.29, -0.14, 0.07], [-0.21, 1.28, -0.25], [0.45, -0.63, -0.59], [0.42, 0.65, 0.16]],
  "total_charge": -1,
  "lumo_energy_ev": 3.947
}

=====

Energy above the lowest of the compared OMol25 structures with the same formula, charge and spin (kcal/mol)
10.5, 0.0, 102.2, 29.1, 10.2, 78.1, 20.2, 79.5, 71.7, 29.2
Energy (a.u.)
-1086.5646, -1086.5813, -1086.0931, -613.0826, -613.1127, -504.3377, -1306.2730, -784.0097, -461.0983, -461.1660